A gas-phase ion, C6H10FN3O (charge +2) in a non-equilibrium geometry, computed with wB97M-V/def2-TZVPD.

Atoms and positions in Å:
N 2.04855 0.08844 1.38459
C 1.45949 0.35671 0.01070
C 2.64109 -0.09079 -0.96310
O 3.71448 -0.27732 -0.46042
C 0.15362 -0.42089 -0.18193
C -1.12196 0.22363 0.38560
N -2.08462 -0.69672 0.85174
C -3.07974 -0.72286 0.05955
N -2.96049 0.20456 -0.96769
C -1.76925 0.75876 -0.83700
F -1.26363 1.66524 -1.58562
H 1.91335 0.84432 2.05976
H 3.06100 -0.04735 1.40311
H 1.62241 -0.93017 1.77141
H 1.39662 1.36562 -0.01372
H 2.35282 -0.02105 -2.11793
H 0.42625 -1.43708 0.46566
H 0.01535 -0.84852 -1.23708
H -0.84232 0.86652 1.25145
H -4.02425 -1.24837 0.29825
H -3.65877 0.36733 -1.57734

For the strongest force on any atom, the calculation gives 0.0887 Eh/bohr. As for the relative energy (zero: lowest compared OMol25 entry of this formula, charge and spin): 0.0 kcal per mole. The value obtained for the HOMO energy is -18.39 eV. The value obtained for the lowest unoccupied orbital energy is -9.17 eV. The total charge is +2. As for the structure (SMILES): [NH3+][C@@H](C=O)C[C@@H]1N=C[NH+]=C1F. The HOMO-LUMO gap comes out at 9.2 eV.